(1)
Computed, not measured: C24H60N3NbO8P as an isolated structure at a distorted geometry, with the ωB97M-V functional and the def2-TZVPD basis.

```
97
Properties=species:S:1:pos:R:3:mulliken_charge:R:1
Nb -0.29056 0.06668 -1.95242 -0.830
P -1.18507 -0.08116 0.52568 0.961
O 4.97946 -1.58163 -8.73694 -0.428
O -3.89859 5.83880 -2.02880 -0.431
O -1.23656 -1.62547 1.06810 -0.476
O -0.15882 0.56070 1.62411 -0.492
O 2.40943 -1.58216 -4.93812 -0.442
O -2.09827 -3.07597 8.38222 -0.328
O 0.91243 -2.83220 -3.90641 -0.611
O 1.22248 -1.28280 5.17069 -0.462
N -1.79044 1.31230 -2.52952 -0.661
N 1.04886 1.67379 -1.67555 -0.378
N -2.58491 0.61202 0.64560 -0.763
C 2.28438 1.53736 -1.40877 1.030
C 3.61014 -3.28786 -7.58893 -1.010
C 3.25478 0.65692 -2.18016 -0.946
C -2.27000 -4.45586 8.64006 -0.373
C 1.20820 -1.70572 -4.25659 0.436
C -0.05309 -1.87360 5.39368 -0.170
C -4.74116 6.28131 0.24349 -1.074
C -2.78734 1.13867 -4.73967 -1.439
C 6.16102 -2.35434 -8.78248 -0.314
C 1.39570 -0.00052 5.73746 -0.278
C 1.25433 0.03159 7.25216 -0.937
C -1.20987 -1.06775 4.83403 -1.098
C -4.77136 5.40843 -1.00096 -0.294
C -0.94454 2.87415 -4.24012 -1.347
C 3.76642 -2.32213 -8.74889 -0.351
C -3.66136 -4.82613 9.12653 -1.060
C -2.27236 -2.21087 9.48656 -0.378
C 2.92936 2.30249 -0.25803 -1.433
C -2.52020 5.85756 -1.68106 -0.516
C -1.81344 1.74087 -3.72715 1.387
C 0.43893 -0.44273 -4.08671 -0.708
C -1.97860 4.51979 -1.21569 -1.022
C -1.29031 -2.45090 10.62156 -1.117
C 6.29984 -3.20645 -10.03430 -1.048
H 2.60525 -3.70925 -7.59271 0.413
H -5.52854 5.96939 0.93073 0.397
H -2.12736 -1.21144 9.07622 0.356
H -2.61752 1.38381 1.30089 0.194
H 0.93822 -1.06801 -1.25932 0.056
H -1.53145 3.80182 -4.29405 0.351
H 3.75288 -2.77914 -6.63798 0.257
H -1.51254 -4.81573 9.34698 0.320
H -2.06956 -4.93900 7.68426 0.323
H -3.79161 6.20316 0.77396 0.274
H 0.00027 -2.84199 4.89682 0.324
H 1.53151 1.01730 7.62894 0.437
H -3.75898 -5.91117 9.17248 0.387
H 2.51341 -0.65750 -5.19129 0.309
H -2.39487 4.21631 -0.25447 0.317
H -0.89512 4.56566 -1.09998 0.386
H -1.34663 -0.12470 5.36730 0.291
H 3.09323 0.76735 -3.25609 0.098
H 2.22243 3.03807 0.13136 0.284
H 4.29774 0.91097 -1.96444 0.423
H -0.58993 2.64700 -5.25291 0.446
H -1.31385 -1.42795 -2.20687 0.016
H 7.28909 -3.66530 -10.06116 0.391
H 6.17594 -2.59233 -10.92740 0.282
H -4.57058 4.36533 -0.73507 0.279
H 2.40641 0.29534 5.45367 0.384
H -2.20798 3.72898 -1.92482 0.248
H 3.08296 -0.38944 -1.91210 0.213
H -0.26719 -2.44025 10.24384 0.296
H 3.23776 1.61355 0.53481 0.296
H 3.65228 -2.84771 -9.70532 0.287
H 2.98506 -1.56333 -8.70918 0.327
H -4.41657 -4.43775 8.44272 0.296
H -1.04560 -0.83692 3.78322 0.292
H 6.24756 -2.98279 -7.88867 0.297
H -2.32822 6.63182 -0.92655 0.347
H 1.06076 0.39864 -4.41284 0.443
H -5.76447 5.43905 -1.45095 0.349
H -4.90135 7.32832 -0.02020 0.274
H -3.30290 -2.25759 9.85874 0.331
H -1.39281 -1.66507 11.37070 0.395
H 1.90648 -0.71394 7.71009 0.259
H -0.42589 -0.55619 -4.75246 0.357
H -1.46080 -3.40625 11.11997 0.296
H 3.83516 2.81636 -0.60272 0.448
H 6.97064 -1.62494 -8.73977 0.339
H 0.23061 -0.17009 7.57087 0.108
H -2.13768 -1.63246 4.92091 0.417
H -1.68206 -2.12598 0.36874 0.301
H -2.01725 6.17707 -2.59525 0.353
H -3.80360 1.42253 -4.45319 0.351
H -0.09461 3.02247 -3.57153 0.258
H -2.73247 0.04725 -4.66468 0.369
H -0.20473 -2.06885 6.46182 0.205
H -2.59425 1.45453 -5.76730 0.350
H 5.56265 -4.00931 -10.06713 0.268
H 0.71035 0.72222 5.28028 0.232
H -3.86828 -4.43384 10.12338 0.262
H 4.31684 -4.11832 -7.64941 0.295
H 0.45289 -0.10694 1.95948 0.245
```

2S+1 = 1
Gap between HOMO and LUMO = 6.66 eV
Charge = -1
Molar mass = 642.64 g/mol
Maximum force = 3.58 eV/Å
E_LUMO = 2.236 eV

---

(2)
Computed, not measured: a 4-piece molecular cluster, C24H60NO13P4 overall at a distorted geometry, with the ωB97M-V functional and the def2-TZVPD basis.

```
102
Properties=species:S:1:pos:R:3:mulliken_charge:R:1
P -8.34862 2.62910 -0.21683 0.761
P -0.07672 -1.36712 -1.57249 0.747
P 3.11587 -2.91603 4.85111 0.922
P -3.40861 2.19138 3.71568 1.038
O -2.85618 1.28458 2.50601 -0.214
O 0.46526 1.37124 -3.88362 -0.282
O -4.32536 0.94577 4.23786 -0.408
O 4.22644 -3.60440 5.82331 -0.354
O -7.04665 2.31935 0.64761 0.118
O -7.95081 4.16915 -0.50050 -0.324
O -9.52575 2.47436 0.63897 -0.732
O 3.67515 -2.22394 3.69661 -0.495
O -8.78176 2.29780 -1.74619 -0.293
O -2.50872 2.43609 4.85351 -0.717
O -3.22821 3.56422 2.79629 -0.321
O 2.53974 -4.35491 4.34288 -0.276
O 2.74198 -1.81591 5.96286 -0.305
N 0.71638 -0.87064 -0.19648 -0.395
C 0.84215 2.69248 -3.60631 -0.845
C 1.12791 -4.63308 4.43468 -0.751
C -5.53151 0.60541 3.52605 -0.459
C -8.99691 5.11228 -0.71970 -0.729
C -1.63265 -0.34708 -1.68629 -0.998
C 5.18160 -0.89383 -0.57662 0.070
C 6.81145 -1.39860 -2.41908 -0.887
C 4.08767 -1.59589 -4.31246 -0.458
C 2.52387 0.42964 -4.82252 0.238
C 1.06118 0.85131 -5.05431 -0.773
C -1.49940 1.41170 2.04438 -0.746
C 4.35245 0.13965 0.17885 -0.769
C 2.12929 -0.72838 -0.58298 -0.290
C 6.29123 -0.31650 -1.45503 -0.929
C 1.92611 -2.19152 7.08734 -0.630
C 6.58062 -1.08195 -3.90595 -1.073
C 2.72327 -1.08822 -4.85143 -0.700
C -8.18060 1.17932 -2.43171 -0.700
C -5.77638 2.13514 -0.02847 -0.410
C -0.56709 -3.13971 -1.24415 -1.438
C 5.18351 -0.53659 -4.23246 0.015
C 3.01744 -0.45667 0.64003 -0.513
C 5.34513 -4.24078 5.21490 -0.619
C -4.34593 4.44083 2.57634 -0.547
H 5.55579 -3.81699 4.23298 0.272
H 0.55370 -3.90977 3.85328 0.372
H 4.52661 -1.48716 -1.21233 -0.167
H 7.11002 -0.03800 -0.78642 0.460
H 0.79427 -4.62248 5.47506 0.317
H 7.32792 -0.38441 -4.28516 0.336
H 2.53840 -1.47827 -5.85603 0.379
H -1.46704 2.08276 1.18608 0.250
H 0.96221 -5.62515 4.02492 0.240
H 5.98886 0.59849 -1.95787 0.499
H 1.05379 1.63117 -5.82587 0.275
H 2.41978 -2.96473 7.67904 0.304
H -5.30107 0.31266 2.50007 0.176
H 2.47381 -1.65648 -1.06145 0.220
H -2.47195 -0.86180 -1.20277 0.359
H 0.47254 0.00068 -5.38799 0.371
H 5.16324 -5.31321 5.11761 0.243
H 2.23846 0.12479 -1.27771 -0.319
H -5.02623 1.92527 0.73003 -0.080
H -8.62361 1.12505 -3.42164 0.232
H 1.79242 -1.30498 7.70027 0.247
H -5.98453 -0.23757 4.04041 0.323
H 6.38237 -2.36787 -2.17216 0.418
H -9.92273 4.79483 -0.24073 0.338
H -6.24019 1.43494 3.52524 0.235
H -4.72993 4.82650 3.52377 0.340
H 4.93190 0.52133 1.02289 0.401
H 4.40685 -2.45273 -4.90472 0.322
H 3.19263 -1.39557 1.16200 0.105
H 5.62410 -1.58141 0.14766 0.321
H 7.89034 -1.48184 -2.27419 0.434
H -8.67881 6.06114 -0.29222 0.225
H 4.89948 0.25223 -3.54400 -0.015
H 0.94513 -2.53993 6.76214 0.257
H -5.81895 1.28899 -0.71342 0.258
H 5.25561 -0.06814 -5.21903 0.404
H -0.87427 -3.65146 -2.15579 0.381
H -8.38191 0.24713 -1.90115 0.331
H -0.83688 1.78819 2.82262 0.351
H 1.82780 2.94411 -4.00346 0.387
H 6.20571 -4.08626 5.86405 0.226
H 3.18889 0.88346 -5.55645 0.292
H -5.49295 3.03868 -0.56898 0.380
H 0.31255 -3.60196 -0.80715 0.246
H 0.92007 2.79292 -2.52327 0.253
H -7.10339 1.31771 -2.53736 0.334
H 0.09433 3.41605 -3.94529 0.250
H 6.70565 -2.01671 -4.45858 0.361
H 2.78713 0.76698 -3.82126 0.008
H 3.88263 -1.94515 -3.29858 0.062
H -3.99618 5.27482 1.97317 0.232
H 1.93257 -1.50999 -4.22758 0.039
H -9.16542 5.24527 -1.78979 0.255
H -1.42428 0.56514 -1.13349 -0.019
H -1.15374 0.43245 1.71735 0.299
H -5.14943 3.93368 2.03664 0.141
H -1.85840 -0.13611 -2.72693 0.376
H -1.38452 -3.18591 -0.51256 0.345
H 4.14472 0.96237 -0.51159 0.312
H 2.50631 0.25320 1.28801 0.277
```

2S+1 = 1
Gap between HOMO and LUMO = 3.96 eV
Charge = -1
Molar mass = 694.63 g/mol
Maximum force = 6.07 eV/Å
E_LUMO = 1.620 eV

---

no.,HOMO energy (eV)
1,-4.4
2,-2.3